# 1
{"formula": "C8H24O4S4Sn", "method": "ωB97M-V/def2-TZVPD", "fmax_ha_per_bohr": 0.07943, "de_lowest_kcal_mol": 69.58, "orbital_gap_ev": 6.2, "homo_energy_ev": -15.16, "lumo_energy_ev": -8.93, "charge": 2, "symbols": ["Sn", "C", "S", "O", "C", "H", "H", "H", "H", "H", "H", "C", "S", "O", "C", "H", "H", "H", "H", "H", "H", "C", "S", "O", "C", "H", "H", "H", "H", "H", "H", "C", "S", "O", "C", "H", "H", "H", "H", "H", "H"], "xyz": [[0.34074, -0.45534, 0.33245], [-2.15143, 1.04997, 4.16790], [-0.32104, 1.26958, 4.03694], [0.05065, 0.05742, 3.19827], [-0.39184, 2.65891, 2.79831], [-2.58309, 0.51601, 3.32134], [-2.76008, 1.93127, 4.37029], [-2.39299, 0.27944, 4.90005], [-0.92089, 3.50395, 3.23888], [-0.93213, 2.21974, 1.95968], [0.59874, 3.03191, 2.53805], [-1.56186, -4.72825, 0.06600], [-2.56432, -3.49950, 0.94403], [-1.51772, -2.46888, 1.45277], [-3.32151, -2.96207, -0.61570], [-2.19018, -5.54619, -0.28654], [-0.81829, -5.00248, 0.81434], [-0.96540, -4.30609, -0.74277], [-2.79733, -3.25339, -1.52591], [-3.48864, -1.89086, -0.72834], [-4.25160, -3.53042, -0.61456], [3.29793, 3.30638, 0.18093], [3.86830, 1.91854, 1.21674], [2.43436, 1.35404, 1.45054], [4.23961, 0.79458, -0.25703], [2.44754, 3.02560, -0.44043], [4.03553, 3.64824, -0.54515], [3.16498, 4.23724, 0.73224], [4.65375, -0.18413, -0.01473], [4.86840, 1.38249, -0.92566], [3.23293, 0.56639, -0.60725], [1.22587, -0.18728, -3.46408], [-0.43228, -0.96163, -3.64599], [-0.69230, -1.54985, -2.23910], [-1.33095, 0.67233, -3.69565], [2.02343, -0.81826, -3.85635], [1.43929, 0.14840, -2.44925], [1.22667, 0.73840, -4.03960], [-2.22877, 0.49959, -4.28910], [-0.75426, 1.55108, -3.98432], [-1.77979, 0.98313, -2.75224]], "mulliken_charge": [1.617, -0.920, 0.498, -0.561, -0.621, 0.275, 0.375, 0.363, 0.429, 0.099, 0.170, -0.863, 0.428, -0.563, -0.798, 0.416, 0.358, 0.213, 0.224, 0.322, 0.380, -0.910, 0.368, -0.422, -0.371, 0.252, 0.429, 0.349, 0.341, 0.381, -0.306, -0.537, 0.442, -0.497, -0.848, 0.347, -0.200, 0.387, 0.347, 0.326, 0.280]}

---

# 2
{"formula": "C43H80N7O20P5", "method": "ωB97M-V/def2-TZVPD", "fmax_ha_per_bohr": 0.06625, "orbital_gap_ev": 8.2, "homo_energy_ev": -7.98, "smiles": "COP(=O)(OC)OC.COP(=O)(OC)OC.COP(=O)(OC)OC.COP(=O)(OC)OC.COP(=O)(OC)OC.c1cc[nH]c1.c1cc[nH]c1.c1cc[nH]c1.c1cc[nH]c1.c1cc[nH]c1.c1cc[nH]c1.c1cc[nH]c1", "lumo_energy_ev": 0.22, "symbols": ["C", "O", "P", "O", "O", "C", "O", "C", "H", "H", "H", "H", "H", "H", "H", "H", "H", "C", "O", "P", "O", "O", "C", "O", "C", "H", "H", "H", "H", "H", "H", "H", "H", "H", "C", "O", "P", "O", "O", "C", "O", "C", "H", "H", "H", "H", "H", "H", "H", "H", "H", "C", "O", "P", "O", "O", "C", "O", "C", "H", "H", "H", "H", "H", "H", "H", "H", "H", "C", "O", "P", "O", "O", "C", "O", "C", "H", "H", "H", "H", "H", "H", "H", "H", "H", "C", "C", "C", "N", "C", "H", "H", "H", "H", "H", "C", "C", "C", "N", "C", "H", "H", "H", "H", "H", "C", "C", "C", "N", "C", "H", "H", "H", "H", "H", "C", "C", "C", "N", "C", "H", "H", "H", "H", "H", "C", "C", "C", "N", "C", "H", "H", "H", "H", "H", "C", "C", "C", "N", "C", "H", "H", "H", "H", "H", "C", "C", "C", "N", "C", "H", "H", "H", "H", "H"], "xyz": [[-6.05818, 4.54270, 2.67547], [-4.76484, 5.10444, 2.56364], [-3.86350, 5.09766, 1.24386], [-2.66103, 5.92545, 1.20977], [-3.51575, 3.56292, 1.14833], [-2.55138, 2.99248, 0.33029], [-4.87647, 5.40060, 0.05068], [-5.29742, 6.77365, -0.10082], [-6.60534, 4.74214, 1.79133], [-6.60159, 5.09188, 3.48250], [-6.08686, 3.48082, 2.98203], [-1.65405, 2.88621, 0.90117], [-2.34113, 3.56812, -0.54111], [-2.94776, 2.06226, 0.01753], [-6.04517, 6.66800, -0.89767], [-4.51507, 7.36332, -0.53816], [-5.69597, 7.28473, 0.76204], [-3.50793, -1.12467, -6.78496], [-4.43661, -1.00811, -5.72399], [-4.11394, -1.39942, -4.19366], [-3.09521, -2.38980, -3.92051], [-3.69150, -0.04361, -3.53782], [-4.40808, 1.17733, -3.41071], [-5.61170, -1.70644, -3.75982], [-5.71856, -2.63350, -2.63509], [-3.68055, -0.32395, -7.50073], [-3.71635, -2.07560, -7.27980], [-2.47522, -1.06615, -6.49344], [-5.06778, 1.29306, -4.25553], [-3.66802, 1.93175, -3.32694], [-4.93146, 1.17116, -2.48924], [-4.97995, -3.43361, -2.84252], [-6.78705, -2.92865, -2.67998], [-5.39893, -2.21267, -1.70798], [-2.81455, -2.11869, 4.36703], [-1.57559, -2.77382, 4.13853], [-0.95895, -3.99998, 4.91680], [-1.27490, -4.09480, 6.33035], [-1.53958, -5.24356, 4.08136], [-1.55748, -5.39937, 2.65117], [0.57838, -3.77686, 4.56615], [1.67206, -3.56297, 5.48195], [-3.52903, -2.26984, 3.51887], [-2.54865, -0.98860, 4.42631], [-3.26084, -2.54825, 5.27701], [-2.51738, -4.97127, 2.11322], [-1.51340, -6.47467, 2.47726], [-0.68101, -5.09693, 2.13195], [1.86268, -2.48412, 5.57229], [2.54196, -4.07780, 5.06769], [1.32204, -3.90448, 6.45156], [8.08861, -0.79983, 2.90974], [6.79121, -0.19668, 3.32161], [6.22348, 0.90404, 2.39942], [5.01141, 1.48951, 2.90946], [7.41045, 1.96234, 2.37082], [7.25856, 3.37090, 2.72715], [6.34359, 0.50241, 0.90042], [5.64588, -0.67042, 0.40741], [7.87836, -1.69725, 2.20537], [8.63078, -1.02615, 3.78515], [8.61176, -0.04710, 2.31176], [6.95578, 3.52078, 3.71909], [6.56541, 3.89134, 2.11391], [8.24101, 3.82478, 2.56345], [5.55962, -1.55977, 1.07660], [6.19259, -0.94735, -0.50861], [4.70410, -0.28247, 0.02855], [2.25827, 0.92658, 0.70604], [1.89848, -0.23828, 0.01945], [0.47574, -0.74793, -0.56808], [0.54022, -2.20675, -0.50256], [-0.70670, -0.06040, 0.28673], [-0.87476, -0.50347, 1.63862], [0.30546, 0.00958, -1.93108], [-0.29688, -0.79544, -2.97009], [1.79192, 0.92068, 1.62319], [2.01380, 1.76874, 0.06934], [3.33208, 0.81172, 0.82295], [-1.84285, -0.02070, 2.01062], [-0.14080, -0.18808, 2.35516], [-0.91221, -1.59719, 1.77925], [-0.51318, -1.77133, -2.57988], [0.44469, -0.82542, -3.78744], [-1.29184, -0.33824, -3.14925], [3.47366, -0.67291, -4.36779], [3.48225, -2.09458, -4.71966], [3.11784, -2.81899, -3.61177], [2.96549, -1.91944, -2.59562], [3.10170, -0.58483, -3.05356], [3.70744, 0.20644, -4.95230], [3.67323, -2.45107, -5.69722], [3.15979, -3.89363, -3.39542], [2.51527, -2.09356, -1.74713], [2.78790, 0.19932, -2.40340], [-3.81040, -2.27337, 0.35331], [-4.89907, -3.10853, 0.75217], [-4.56233, -4.37494, 0.19421], [-3.36739, -4.30878, -0.41278], [-2.89771, -3.01373, -0.38234], [-3.79253, -1.20396, 0.44430], [-5.83145, -2.73067, 1.21225], [-5.11343, -5.29478, 0.38181], [-2.88453, -5.07288, -0.82730], [-2.02402, -2.70000, -0.92158], [1.98634, 4.63834, -0.13303], [1.39533, 4.07029, -1.29606], [0.08697, 4.58119, -1.35043], [-0.07198, 5.43032, -0.29685], [1.08278, 5.47146, 0.41540], [3.02686, 4.42368, 0.20111], [1.73884, 3.28188, -1.97978], [-0.74226, 4.57612, -2.05809], [-0.86838, 6.00389, -0.10573], [1.25240, 6.22727, 1.12845], [-0.62446, -6.53182, -1.58660], [-1.38238, -7.16045, -2.60766], [-1.87210, -6.20470, -3.45100], [-1.38000, -4.98797, -3.00015], [-0.64872, -5.17820, -1.86579], [0.06849, -6.93638, -0.85496], [-1.64204, -8.17852, -2.65768], [-2.48396, -6.36261, -4.38750], [-1.77445, -4.12902, -3.23722], [-0.13331, -4.40632, -1.30628], [0.16946, 3.04246, 4.54895], [0.68948, 2.65961, 5.82403], [2.06638, 2.53702, 5.65485], [2.39046, 2.71292, 4.31378], [1.22378, 3.02206, 3.64514], [-0.84157, 3.05561, 4.29259], [0.17205, 2.61363, 6.79852], [2.75193, 2.10140, 6.36520], [3.28336, 2.56501, 3.93628], [1.34403, 3.16095, 2.59106], [4.77234, -3.54695, 2.76909], [4.17555, -3.95299, 1.55493], [3.16415, -3.08529, 1.34610], [3.06116, -2.16832, 2.37751], [4.07274, -2.44300, 3.23330], [5.68757, -3.88023, 3.22646], [4.51566, -4.81204, 1.00776], [2.37900, -3.06462, 0.60252], [2.44372, -1.37228, 2.31869], [4.26283, -1.68226, 4.01774], [-0.34480, 5.23860, -6.40021], [-0.17814, 6.49735, -5.75498], [0.65978, 6.31166, -4.64302], [0.92255, 4.98308, -4.54752], [0.33892, 4.32907, -5.56995], [-0.87836, 5.07022, -7.29799], [-0.45326, 7.50397, -6.07090], [1.10303, 6.98908, -3.86893], [1.45345, 4.57732, -3.72590], [0.34766, 3.24182, -5.53735]], "mulliken_charge": [-0.654, -0.368, 0.883, -0.709, -0.192, -0.348, -0.259, -0.778, 0.329, 0.255, 0.223, 0.210, 0.107, 0.393, 0.260, 0.300, 0.339, -0.677, -0.417, 0.491, -0.349, 0.135, -0.835, -0.363, -0.492, 0.268, 0.273, 0.283, 0.322, 0.266, 0.304, 0.266, 0.273, 0.199, -0.554, 0.266, 0.285, -0.807, -0.388, -0.504, 0.075, -0.640, 0.126, 0.152, 0.395, 0.225, 0.383, 0.208, 0.222, 0.180, 0.416, -0.680, -0.263, 0.816, -0.402, -0.444, -0.719, -0.356, 0.082, 0.203, 0.305, 0.348, 0.342, 0.264, 0.251, 0.082, 0.363, -0.218, -0.941, 2.347, -0.613, -0.636, 0.022, -0.878, -0.052, -0.105, 0.398, -0.116, -0.285, 0.168, 0.294, 0.182, -0.195, 0.270, 0.023, -0.659, -0.732, -0.518, 0.403, -0.831, 0.462, 0.449, 0.462, 0.160, 0.666, -0.600, -0.242, -1.240, 0.725, 0.002, 0.450, 0.344, 0.460, -0.019, 0.231, -0.751, -0.357, -0.474, 0.263, -1.200, 0.526, 0.720, 0.551, 0.257, 0.526, -0.646, -0.616, -0.454, 0.245, -0.988, 0.487, 0.446, 0.351, 0.275, 0.933, -0.895, -0.595, -0.564, 0.100, -0.294, 0.632, 0.376, 0.398, 0.344, 0.610, -0.540, -0.953, -0.271, 1.078, -0.653, 0.468, 0.516, -0.064, -0.063, 0.401, -0.594, -0.484, -0.339, 0.072, -0.455, 0.439, 0.394, 0.341, 0.286, 0.407]}

---

> What is the formula in the second record?

C43H80N7O20P5

---

> What is the formula in the first record?

C8H24O4S4Sn

---

> What is the formula in the second record?

C43H80N7O20P5